# C15H29F3O15S4

A 4-piece molecular cluster, C15H29F3O15S4 overall (the ωB97M-V functional and the def2-TZVPD basis, the Open Molecules 2025 dataset).

The largest force on an atom comes out at 3.17 eV/A. The calculation puts the HOMO-LUMO gap at 10.934 eV. For the LUMO energy, the calculation gives 0.36 eV.

Cartesian coordinates (Å):
C (-4.44, -2.36, 1.07)
C (-3.32, -2.24, 1.49)
C (-2.03, -2.08, 2.11)
O (-1.70, -0.68, 2.25)
S (-0.24, -0.43, 1.58)
O (-0.49, 0.31, 0.40)
O (0.52, 0.22, 2.58)
O (0.26, -1.92, 1.28)
C (-0.85, -2.81, 1.49)
O (-1.21, -3.22, 0.18)
C (-0.38, -4.13, 2.14)
O (0.64, -3.98, 3.13)
C (0.22, -3.55, 4.31)
F (-0.05, -2.27, 4.30)
F (1.18, -3.73, 5.17)
F (-0.84, -4.19, 4.76)
H (-5.46, -2.40, 0.80)
H (-2.15, -2.49, 3.11)
H (-0.48, -2.99, -0.40)
H (-1.24, -4.70, 2.47)
H (0.06, -4.69, 1.34)
C (-2.08, 2.93, 0.76)
C (-3.04, 2.95, 1.94)
O (-3.71, 4.22, 2.09)
S (-4.90, 4.55, 1.09)
C (-5.53, 5.95, 1.97)
O (-5.86, 3.49, 1.14)
O (-4.36, 5.00, -0.15)
H (-2.62, 2.99, -0.19)
H (-1.51, 2.00, 0.76)
H (-1.40, 3.77, 0.80)
H (-3.77, 2.14, 1.87)
H (-2.48, 2.80, 2.86)
H (-5.91, 5.62, 2.93)
H (-6.33, 6.37, 1.37)
H (-4.73, 6.67, 2.09)
C (6.29, -1.90, -0.52)
C (5.37, -1.83, 0.68)
O (4.77, -0.53, 0.85)
S (3.57, -0.14, -0.12)
C (3.03, 1.28, 0.76)
O (2.56, -1.16, -0.05)
O (4.10, 0.27, -1.39)
H (5.72, -1.80, -1.45)
H (6.82, -2.85, -0.55)
H (7.01, -1.09, -0.50)
H (4.60, -2.60, 0.64)
H (5.95, -2.01, 1.59)
H (2.66, 0.98, 1.73)
H (2.23, 1.74, 0.18)
H (3.87, 1.97, 0.85)
C (1.11, 1.05, -2.61)
C (1.92, 0.81, -3.87)
O (1.35, -0.23, -4.69)
S (0.06, 0.12, -5.55)
C (0.08, -1.32, -6.57)
O (0.34, 1.27, -6.35)
O (-1.09, 0.08, -4.71)
H (0.14, 1.48, -2.84)
H (1.64, 1.75, -1.96)
H (0.94, 0.12, -2.07)
H (2.04, 1.72, -4.45)
H (2.92, 0.46, -3.60)
H (0.98, -1.30, -7.19)
H (-0.81, -1.28, -7.20)
H (0.06, -2.20, -5.94)